Entry 1:
DFT (ωB97M-V/def2-TZVPD) results for a cluster of 2 separate species, C4H8S2 in total.

LUMO level (spin up / spin down): 0.07 / 0.19 eV
Kohn-Sham gap (spin up / spin down): 7.45 / 7.53 eV
HOMO (spin up / spin down): -0.2712 / -0.2698 hartree

Geometry as XYZ:
```
14
C4H8S2 ωB97M-V/def2-TZVPD
C 2.53467 -0.12087 0.13637
C -1.01479 0.56958 -0.95463
C -1.04862 -0.33928 0.23096
C 0.11486 -0.05287 1.20638
S 3.26840 -1.22353 0.92510
S 0.47117 -1.31303 2.37823
H 2.89798 0.60407 -0.63472
H -1.73152 0.29620 -1.71453
H -1.11038 1.67691 -0.64849
H -0.06401 0.56453 -1.38723
H -1.96414 -0.04706 0.78130
H -1.39138 -1.35743 -0.07740
H 0.09984 0.85041 1.70790
H 0.73832 -0.48966 3.52657
```

These are the Mulliken partial charges, in e, on atoms 1 to 6: atom 1 (C): -0.0889, atom 2 (C): -1.0974, atom 3 (C): -0.3013, atom 4 (C): -0.5514, atom 5 (S): -0.1936, atom 6 (S): -0.1693



Entry 2:
DFT (ωB97M-V/def2-TZVPD) results for an isolated molecule of C4H8S2.

LUMO level: 0.71 eV
Kohn-Sham gap: 9.45 eV
HOMO: -0.3213 hartree

Geometry as XYZ:
```
14
C4H8S2 ωB97M-V/def2-TZVPD
C 0.17415 0.65665 1.92872
C 0.53430 0.43639 0.49492
C -0.69795 0.77900 -0.41108
C 0.16346 -1.57044 -1.79288
H 0.51339 1.83027 2.08968
H 0.87486 0.03416 2.51464
H -1.10894 0.68288 2.24736
H 1.45272 0.81914 0.12672
H -1.00796 1.72876 -0.84646
H -1.54875 0.20753 0.05070
H -0.72787 -2.39673 -1.77441
H 0.94524 -1.83247 -2.52199
S -0.45382 0.13870 -2.11671
S 0.88717 -1.51383 0.01080
```

These are the Mulliken partial charges, in e, on atoms 1 to 6: atom 1 (C): -0.8278, atom 2 (C): -0.2253, atom 3 (C): -0.6475, atom 4 (C): -0.5226, atom 5 (H): 0.2551, atom 6 (H): 0.3107



Entry 3:
DFT (ωB97M-V/def2-TZVPD) results for an isolated molecule of C4H8S2.

LUMO level: 0.82 eV
Kohn-Sham gap: 9.06 eV
HOMO: -0.3029 hartree

Geometry as XYZ:
```
14
C4H8S2 ωB97M-V/def2-TZVPD
C -0.62465 1.96478 0.64296
C -0.72612 0.56896 0.02999
C 0.23191 -1.84179 -0.42181
C 1.01072 -2.89236 -0.64854
H 1.36078 3.27675 0.68871
H -0.25528 1.91868 1.66442
H -1.63058 2.43189 0.73886
H -1.27860 -0.17326 0.63507
H -1.27960 0.61944 -0.88357
H -0.88875 -1.92698 -0.39965
H 0.61355 -3.94165 -0.72953
H 2.07400 -2.84516 -0.86425
S 0.50851 3.02392 -0.30075
S 0.88412 -0.18322 -0.15193
```

These are the Mulliken partial charges, in e, on atoms 1 to 6: atom 1 (C): -0.7476, atom 2 (C): -0.5272, atom 3 (C): 0.0151, atom 4 (C): -0.6557, atom 5 (H): 0.1328, atom 6 (H): 0.3548



Entry 4:
DFT (ωB97M-V/def2-TZVPD) results for an isolated molecule of C4H8S2.

LUMO level: 0.83 eV
Kohn-Sham gap: 9.36 eV
HOMO: -0.3134 hartree

Geometry as XYZ:
```
14
C4H8S2 ωB97M-V/def2-TZVPD
C -2.32787 -0.01072 -0.22404
C -0.90606 0.08133 0.42498
C 1.70212 -0.76189 -0.23774
C 1.75547 0.65441 0.12190
H -2.68892 -0.97539 -0.16933
H -3.06642 0.69650 0.24147
H -2.26091 0.37125 -1.25799
H -1.00465 0.13646 1.50236
H 2.48650 -1.34715 0.06802
H 1.69765 -0.84059 -1.31667
H 1.91387 0.69470 1.25472
H 2.50832 1.19852 -0.36178
S 0.05169 -1.40421 0.04746
S 0.13923 1.50676 -0.09337
```

These are the Mulliken partial charges, in e, on atoms 1 to 6: atom 1 (C): -1.2502, atom 2 (C): 0.0369, atom 3 (C): -0.6325, atom 4 (C): -0.5893, atom 5 (H): 0.4090, atom 6 (H): 0.3109



Entry 5:
DFT (ωB97M-V/def2-TZVPD) results for an isolated molecule of C4H8S2.

LUMO level: -0.24 eV
Kohn-Sham gap: 8.27 eV
HOMO: -0.3127 hartree

Geometry as XYZ:
```
14
C4H8S2 ωB97M-V/def2-TZVPD
C -1.56883 -0.69572 -1.42313
C -1.62907 -0.11054 -0.07953
C -0.10743 -0.23036 0.28161
C 2.37112 0.95110 1.14416
H -2.40499 -0.35476 -2.39761
H -0.55980 -0.22704 -1.84938
H -1.53404 -1.86125 -1.22971
H -2.11790 -0.77591 0.90333
H -1.96685 0.88588 -0.08369
H 3.13281 0.24169 0.64448
H 2.81898 1.87737 1.07686
H 2.02904 0.84383 2.25345
S 0.60309 -1.70552 0.69974
S 0.93386 1.16123 0.05943
```

These are the Mulliken partial charges, in e, on atoms 1 to 6: atom 1 (C): -0.8703, atom 2 (C): -0.3234, atom 3 (C): -0.1038, atom 4 (C): -0.9097, atom 5 (H): 0.2704, atom 6 (H): 0.2918



Entry 6:
DFT (ωB97M-V/def2-TZVPD) results for an isolated molecule of C4H8S3.

LUMO level: -0.42 eV
Kohn-Sham gap: 6.10 eV
HOMO: -0.2398 hartree

Geometry as XYZ:
```
15
C4H8S3 ωB97M-V/def2-TZVPD
C -0.67407 -1.91988 -0.39345
C -1.70274 -0.86756 -0.21639
C 0.22489 2.15623 0.24652
C 1.91968 0.00743 0.24051
H -0.54783 -2.35139 -1.38361
H -0.50032 -2.60961 0.42880
H -2.28817 -0.57199 -1.08450
H -2.23477 -0.82860 0.72811
H -0.56177 1.54806 0.69177
H -0.23882 2.92990 -0.36473
H 0.81866 2.63639 1.02858
H 1.57241 0.13193 1.27621
S -0.00426 -0.25837 -0.17286
S 1.26798 1.17201 -0.85859
S 2.94913 -1.17454 -0.16638
```

These are the Mulliken partial charges, in e, on atoms 1 to 6: atom 1 (C): -0.4728, atom 2 (C): -0.5066, atom 3 (C): -0.8258, atom 4 (C): -0.2897, atom 5 (H): 0.2194, atom 6 (H): 0.2473



Entry 7:
DFT (ωB97M-V/def2-TZVPD) results for an isolated molecule of C4H8Si.

LUMO level (spin up / spin down): -0.02 / 0.25 eV
Kohn-Sham gap (spin up / spin down): 8.49 / 8.87 eV
HOMO (spin up / spin down): -0.3127 / -0.3168 hartree

Geometry as XYZ:
```
13
C4H8Si ωB97M-V/def2-TZVPD
C -1.40455 -0.32419 -0.49819
C -1.05717 0.92125 -0.20377
C -0.57776 -1.49795 -0.31345
C 1.62370 -0.26860 0.32730
Si 0.66918 1.30552 0.46107
H -2.37724 -0.52578 -0.94935
H -1.76132 1.72687 -0.35018
H -0.67681 -2.06283 0.60016
H -0.28452 -2.06550 -1.18468
H 1.88234 -0.84999 1.19250
H 2.17322 -0.52078 -0.56291
H 1.22499 2.38486 -0.36732
H 0.56594 1.77714 1.84883
```

These are the Mulliken partial charges, in e, on atoms 1 to 6: atom 1 (C): 0.1592, atom 2 (C): -0.5490, atom 3 (C): -0.8769, atom 4 (C): -0.8228, atom 5 (Si): 0.3536, atom 6 (H): 0.3155



Entry 8:
DFT (ωB97M-V/def2-TZVPD) results for an isolated molecule of C4H9BN6O.

LUMO level: -0.71 eV
Kohn-Sham gap: 8.22 eV
HOMO: -0.3280 hartree

Geometry as XYZ:
```
21
C4H9BN6O ωB97M-V/def2-TZVPD
C 2.16938 -1.46811 1.11386
N 1.85643 -0.93763 -0.20507
C 2.10448 0.50630 -0.29099
B 0.52138 -1.28604 -0.67454
O 0.32770 -2.43566 -1.38233
C -0.71596 -0.32939 -0.36470
N -0.86980 0.06808 0.88695
N -1.87226 0.88165 1.15395
C -2.61779 1.24726 0.12956
N -3.65287 2.09911 0.40304
N -2.49067 0.84535 -1.12218
N -1.50034 0.01360 -1.37430
H 1.84844 -0.81229 1.92056
H 1.73574 -2.44588 1.27721
H 3.24250 -1.58456 1.21582
H 3.14265 0.68393 -0.52851
H 1.54128 0.95389 -1.09573
H 1.84211 1.00031 0.64006
H 0.68362 -2.36784 -2.28229
H -3.33758 2.82619 1.03697
H -3.95845 2.54173 -0.45735
```

These are the Mulliken partial charges, in e, on atoms 1 to 6: atom 1 (C): -1.0133, atom 2 (N): -0.1018, atom 3 (C): -1.0787, atom 4 (B): 0.4087, atom 5 (O): -0.4794, atom 6 (C): 0.3438



Entry 9:
DFT (ωB97M-V/def2-TZVPD) results for a structure of composition C4H9BO.

LUMO level (spin up / spin down): 0.41 / -2.29 eV
Kohn-Sham gap (spin up / spin down): 6.28 / 7.39 eV
multiplicity: 3
HOMO (spin up / spin down): -0.2155 / -0.3557 hartree

Geometry as XYZ:
```
15
C4H9BO ωB97M-V/def2-TZVPD
B -1.06668 -0.28812 0.79385
C 0.40438 0.05959 0.81363
C 1.11006 0.95603 -0.35585
C 0.77280 0.48298 -1.75823
C -2.21202 -1.00503 1.12098
O 0.80304 -1.01559 -1.95163
H 0.66846 0.68435 1.56994
H 1.03321 -0.85653 0.88344
H 0.59437 1.89001 -0.19366
H 2.18843 1.02378 -0.33787
H -0.22613 0.91447 -2.05291
H 1.44017 0.83659 -2.48818
H -0.00770 -1.31350 -1.10031
H -2.46692 -1.13197 2.10843
H -2.76543 -1.46653 0.33014
```

These are the Mulliken partial charges, in e, on atoms 1 to 6: atom 1 (B): -0.0492, atom 2 (C): -1.1627, atom 3 (C): -0.2430, atom 4 (C): -0.5597, atom 5 (C): -0.3787, atom 6 (O): -0.5695



Entry 10:
DFT (ωB97M-V/def2-TZVPD) results for a structure of composition C4H9BrNO.

net charge: +1
LUMO level: -3.87 eV
Kohn-Sham gap: 11.12 eV
HOMO: -0.5508 hartree

Geometry as XYZ:
```
16
C4H9BrNO ωB97M-V/def2-TZVPD
C 1.32075 -0.21544 -0.69754
C 0.41656 0.31266 0.11778
C 0.32715 1.71964 0.64317
C -1.83692 -0.86413 -0.23058
N -0.68477 -0.59058 0.68223
O -2.28883 -2.48046 0.44815
Br -3.24439 0.31292 -0.09167
H 1.11065 -1.18517 -1.02317
H 2.10485 0.48647 -1.00054
H -0.15116 2.57588 -0.02886
H 1.30804 2.13093 1.03522
H -0.24749 1.73636 1.51147
H -1.62412 -1.12553 -1.27342
H -1.08435 0.04257 1.41220
H -0.21354 -1.47907 0.82894
H -3.17303 -2.67216 -0.03706
```

These are the Mulliken partial charges, in e, on atoms 1 to 6: atom 1 (C): -0.8756, atom 2 (C): 0.6475, atom 3 (C): -1.3200, atom 4 (C): 0.0599, atom 5 (N): -0.1666, atom 6 (O): -0.5479